1.
Entry from OMol25: C46H49AsF6NO4P3Ru as an isolated structure (ωB97M-V/def2-TZVPD).

Properties
Kohn-Sham gap (alpha / beta) = 0.26777 / 0.17633 Eh
Energy = -165745.965 eV

The geometry in ORCA input format:
```
! wB97M-V def2-TZVPD RIJCOSX def2/J DEFGRID3
* xyz 3 6
Ru -0.48596 0.20639 -0.13981
O 3.01908 -1.79903 -2.13436
C 2.15896 -1.26819 -1.30326
O 1.63965 -0.16430 -1.45087
C 1.85912 -2.06538 -0.09654
C 2.43943 -3.25771 0.28149
C 2.08680 -3.78110 1.52782
C 1.20753 -3.08936 2.33962
C 0.66076 -1.90657 1.85249
N 0.97149 -1.43275 0.66797
C -0.29784 -1.02235 2.58853
O -0.50739 -1.06868 3.76265
O -0.86388 -0.10366 1.78561
H 3.19584 -1.20749 -2.88237
H 3.14936 -3.75733 -0.36261
H 2.51145 -4.71912 1.85837
H 0.92339 -3.44277 3.32140
C 0.97036 3.75816 0.77857
P 0.03235 2.20760 1.23774
C 1.25471 1.67231 2.45632
C 2.35505 0.94458 2.00346
C 3.34504 0.56403 2.89441
C 3.24219 0.91402 4.23540
C 2.16443 1.66440 4.67972
C 1.16816 2.05117 3.79357
C -1.47814 2.79259 2.03737
C -2.12176 3.92053 1.51543
C -3.28924 4.39714 2.08833
C -3.82799 3.75172 3.19466
C -3.19524 2.63457 3.72213
C -2.02894 2.14584 3.15052
P 0.59731 5.00265 -0.49230
C 0.65289 6.64622 0.17491
C -0.22416 7.61026 -0.32960
C -0.15150 8.90967 0.14543
C 0.78360 9.23822 1.11784
C 1.65672 8.27736 1.61818
C 1.59358 6.97417 1.15892
C 1.68550 4.76724 -1.85339
C 2.15010 5.87830 -2.57573
C 3.06046 5.68954 -3.59911
C 3.48399 4.40633 -3.92450
C 2.99887 3.29650 -3.23100
C 2.09133 3.46764 -2.20809
H 1.99398 3.42383 0.59606
H 0.94824 4.29783 1.73097
H 2.44419 0.68569 0.95468
H 4.19989 -0.00160 2.54712
H 4.01008 0.60831 4.93316
H 2.09202 1.94788 5.72085
H 0.33435 2.63844 4.15451
H -1.71913 4.44870 0.65750
H -3.77245 5.27496 1.68014
H -4.73200 4.13049 3.65330
H -3.60445 2.13657 4.59106
H -1.55752 1.27673 3.58023
H -0.95742 7.34968 -1.08362
H -0.82479 9.66296 -0.23961
H 0.83294 10.25137 1.49371
H 2.39198 8.54692 2.36398
H 2.28868 6.23796 1.54362
H 1.82066 6.87613 -2.31614
H 3.44546 6.54228 -4.14103
H 4.19663 4.26615 -4.72649
H 3.33956 2.30474 -3.49577
H 1.71175 2.60178 -1.67270
C -2.27224 3.32400 -1.79009
C -2.23813 2.36912 -2.97721
C -3.63044 2.34117 -3.62716
C -1.20255 2.85720 -3.98894
P -1.75593 0.63479 -2.33404
C -3.34837 0.07714 -1.60833
C -3.69747 0.60544 -0.32203
C -4.88258 0.28716 0.26115
C -5.78178 -0.58708 -0.41612
C -5.44810 -1.13463 -1.67804
C -4.25987 -0.81186 -2.26059
C -1.18680 -0.45272 -3.77272
C 0.16238 0.09939 -4.27476
C -2.13999 -0.50108 -4.97397
C -0.98579 -1.87068 -3.23468
H -2.42705 4.34102 -2.15940
H -1.32475 3.29413 -1.24959
H -3.07885 3.10843 -1.09445
H -3.81335 3.31746 -4.08114
H -4.42138 2.16813 -2.89502
H -3.72103 1.59841 -4.41722
H -1.42371 3.90355 -4.21361
H -1.25810 2.31249 -4.92758
H -0.18172 2.80811 -3.60970
H -3.01676 1.26147 0.20552
H -5.13620 0.67038 1.24028
H -6.72881 -0.84122 0.04510
H -6.13210 -1.81342 -2.16939
H -4.01415 -1.22876 -3.22488
H 0.02982 0.86697 -5.03151
H 0.69191 -0.73005 -4.74869
H 0.79331 0.49569 -3.48566
H -2.41374 0.48225 -5.34929
H -3.04282 -1.08241 -4.79611
H -1.60416 -1.00756 -5.77978
H -0.28375 -1.91623 -2.40319
H -0.58079 -2.48060 -4.04478
H -1.91170 -2.32926 -2.90265
F -1.67272 -1.50694 -0.30135
As -2.53820 -3.28158 0.21016
F -1.04880 -3.88114 -0.38270
F -3.15837 -3.23123 -1.39037
F -3.25415 -4.74991 0.59457
F -3.82803 -2.25364 0.68793
F -1.82828 -3.03851 1.74618
*
```

2.
Entry from OMol25: C27H47BiN7OSi2 as an isolated structure (ωB97M-V/def2-TZVPD).

Properties
Kohn-Sham gap = 0.28821 Eh
Energy = -62832.960 eV

The geometry in ORCA input format:
```
! wB97M-V def2-TZVPD RIJCOSX def2/J DEFGRID3
* xyz 1 1
Bi 0.19146 0.08799 -0.13174
N -1.85596 1.84545 -0.94660
C -1.59759 2.93576 -1.89734
C -0.10408 3.17084 -2.04627
N 0.69404 1.94192 -2.13551
C 2.11402 2.31165 -1.96612
C 2.46493 2.58397 -0.51490
N 2.20288 1.37976 0.28745
C 0.53398 1.26656 -3.44303
C -0.71651 0.42076 -3.66499
N -0.85484 -0.67157 -2.69479
H -2.64993 1.29369 -1.24847
H -2.11922 2.23256 -0.04996
H -2.05681 3.87124 -1.56712
H -2.05237 2.70175 -2.85591
H 0.24007 3.72763 -1.17530
H 0.08125 3.80671 -2.92301
H 2.36140 3.19069 -2.57425
H 2.71674 1.47429 -2.31039
H 1.88886 3.40818 -0.09490
H 3.51939 2.86407 -0.45883
H 2.38489 1.54086 1.27294
H 2.79186 0.60812 -0.03396
H 1.39320 0.60854 -3.55270
H 0.57977 2.01588 -4.24599
H -0.63799 0.04612 -4.69221
H -1.62510 1.01654 -3.63462
H -0.16725 -1.39671 -2.88927
H -1.76452 -1.10842 -2.79615
C -3.60254 2.34135 1.77516
Si -2.76830 0.64791 1.95260
C -3.44632 -0.06774 3.54751
C -3.41803 -0.48854 0.58746
C -0.86163 0.70790 2.04652
C -0.59041 -0.64760 2.60142
C -0.25517 -0.94780 3.92824
C -0.12208 -2.26560 4.31229
C -0.30370 -3.27779 3.37385
C -0.60345 -2.91090 2.07824
N -0.75125 -1.63926 1.70223
Si -0.25556 2.21327 2.98135
C 1.54681 2.05048 3.54544
C -0.36539 3.73109 1.85226
C -1.22772 2.61316 4.54085
H -4.53204 2.28149 2.34722
H -3.89642 2.61633 0.76039
H -3.03120 3.17105 2.19202
H -4.53810 -0.02831 3.49178
H -3.14050 0.49347 4.43185
H -3.16212 -1.11117 3.69170
H -4.40015 -0.14428 0.24999
H -3.54504 -1.49441 0.98959
H -2.77324 -0.58730 -0.28830
H -0.12985 -0.14931 4.64775
H 0.11744 -2.51049 5.33942
H -0.21392 -4.32082 3.64169
H -0.73210 -3.65627 1.30034
H 2.17726 2.81877 3.08871
H 1.99124 1.07925 3.33596
H 1.61872 2.19681 4.62506
H -0.68495 3.47861 0.84101
H 0.60038 4.23601 1.77557
H -1.07301 4.46595 2.24120
H -1.15568 1.82958 5.29764
H -2.28719 2.79073 4.34975
H -0.81791 3.52659 4.98146
O 2.11870 -0.59883 -1.63882
C 2.05661 -1.86547 -1.94481
C 1.95684 -2.30513 -3.28449
C 1.82605 -3.64322 -3.60122
C 1.79421 -4.61605 -2.60374
C 1.93344 -4.21924 -1.28864
C 2.07486 -2.87185 -0.94712
C 2.38150 -2.49060 0.42791
N 2.02708 -1.38737 1.07323
C 2.58688 -1.48016 2.33225
C 3.28638 -2.63554 2.44519
N 3.13998 -3.26770 1.23584
H 2.00815 -1.55934 -4.07000
H 1.74919 -3.93737 -4.64065
H 1.67488 -5.66063 -2.85333
H 1.91796 -4.96772 -0.50288
H 2.43858 -0.73190 3.08670
H 3.85796 -3.05364 3.25377
H 3.59210 -4.11835 0.94683
*
```

3.
Entry from OMol25: a 2-piece molecular cluster, C3H7FN2O overall in a non-equilibrium geometry (ωB97M-V/def2-TZVPD).

Properties
Kohn-Sham gap (alpha / beta) = 0.32118 / 0.32138 Eh
Energy = -10965.237 eV
Energy above the lowest of the compared OMol25 structures with the same formula, charge and spin = 90.6 kcal per mole

The geometry in ORCA input format:
```
! wB97M-V def2-TZVPD RIJCOSX def2/J DEFGRID3
* xyz 0 1
C -0.57822 0.39099 0.25955
C -0.46698 -0.06018 1.73272
C 0.40097 1.29368 -0.11097
N 0.07600 -1.35247 -1.42407
N 1.10887 -0.45942 -1.24092
O -1.43464 -0.07189 -0.55570
F 1.45251 1.60023 0.71840
H -1.35252 -0.63656 2.01014
H -0.14746 0.83972 2.42675
H 0.35032 -0.65592 1.90860
H 0.27246 2.07306 -0.94380
H -0.76632 -1.08653 -2.08057
H -0.30105 -1.80917 -0.55367
H 1.38606 -0.06555 -2.14646
*
```